(1)
A single C25H29N3O6 molecule, computed with ωB97M-V/def2-TZVPD.

XYZ file:
```
63
Properties=species:S:1:pos:R:3:forces:R:3
C 0.009814 2.473112 3.723608 0.37 -0.09 0.17
C 1.077463 2.426865 4.807755 -0.39 0.42 -0.02
H 1.482946 3.428250 4.983586 -0.06 -0.19 0.06
H 0.679466 2.016975 5.738495 0.08 0.06 -0.09
O 2.144386 1.548585 4.449596 0.19 -0.27 -0.13
C 3.060461 2.056791 3.601017 0.22 0.00 0.23
O 3.065463 3.198275 3.206508 -0.25 0.36 -0.10
N 4.021360 1.143672 3.283881 -0.07 -0.01 0.11
C 3.853579 -0.264880 3.558948 -0.19 -0.29 0.15
H 4.855117 -0.699486 3.621468 -0.06 -0.01 0.05
C 3.041311 -0.934525 2.436231 0.03 0.21 -0.01
H 1.985508 -0.982160 2.702406 -0.03 -0.05 -0.01
H 3.398820 -1.953750 2.279268 -0.01 -0.06 -0.04
C 3.191977 -0.116694 1.140109 0.06 0.09 0.23
N 2.768565 -0.876280 -0.012141 0.04 0.04 -0.08
C 1.506952 -0.792611 -0.492517 0.03 0.22 0.22
O 0.664416 -0.036743 -0.024516 -0.18 0.13 0.10
C 1.397865 -1.749675 -1.618516 0.22 -0.51 -0.44
C 2.639992 -2.389656 -1.724553 -0.29 0.18 0.07
C 2.901751 -3.353408 -2.674781 -0.07 0.03 0.01
C 1.882587 -3.691485 -3.551161 0.19 0.04 0.14
C 0.652394 -3.070325 -3.456236 -0.26 0.14 0.02
C 0.364098 -2.091392 -2.501544 0.35 -0.29 -0.16
C -1.046546 -1.561000 -2.584408 -0.22 0.20 0.12
O -1.793649 -1.996064 -3.449146 -0.05 0.00 -0.03
N -1.388235 -0.629601 -1.673978 0.38 -0.03 0.12
C -2.617350 0.010933 -1.508432 -0.58 0.18 -0.06
C -2.727412 0.933751 -0.472556 0.03 -0.12 -0.13
C -3.924746 1.582443 -0.266982 -0.23 -0.11 -0.24
C -5.041468 1.349387 -1.067364 0.09 -0.01 0.06
C -4.928241 0.422942 -2.119694 -0.14 0.18 0.14
C -3.720408 -0.231295 -2.319936 0.02 -0.13 -0.15
H -3.612886 -0.945276 -3.116541 -0.04 -0.01 -0.03
O -6.022925 0.197399 -2.919371 0.19 0.25 0.38
C -5.906095 -0.726763 -3.973211 0.01 -0.15 -0.17
H -6.881839 -0.735063 -4.457961 0.09 -0.04 -0.01
H -5.143960 -0.421107 -4.696429 -0.01 -0.03 0.03
H -5.674275 -1.731425 -3.606745 0.01 0.04 -0.02
O -6.137636 2.084906 -0.712626 0.32 -0.03 0.04
C -7.373415 1.922861 -1.368093 -0.44 0.04 -0.12
H -8.057450 2.597724 -0.852619 0.02 -0.05 -0.05
H -7.744066 0.898646 -1.287073 0.01 0.08 -0.01
H -7.314166 2.201128 -2.422392 -0.03 -0.03 0.09
H -4.033156 2.300131 0.530568 -0.02 0.09 0.09
H -1.878676 1.135664 0.162144 0.11 0.03 0.09
H -0.683605 -0.326200 -0.993678 0.08 -0.16 -0.14
H -0.143906 -3.331989 -4.137439 -0.03 0.01 0.00
H 2.048204 -4.441340 -4.309528 0.00 -0.06 -0.07
H 3.870208 -3.826990 -2.730626 0.11 -0.06 -0.02
C 3.575007 -1.861709 -0.682701 0.26 -0.10 -0.01
H 4.466169 -1.409136 -1.132071 -0.04 -0.05 0.04
H 3.903158 -2.649409 0.006086 0.00 0.04 -0.04
C 4.626880 0.397236 1.021103 -0.23 0.03 0.04
H 4.782742 0.872461 0.052534 0.06 -0.04 -0.03
C 4.873711 1.420642 2.144609 0.20 0.24 -0.12
H 5.921317 1.393541 2.462118 -0.05 0.05 -0.07
H 4.637047 2.433157 1.812054 0.10 -0.16 0.02
H 5.322465 -0.439567 1.110679 0.06 -0.05 -0.07
H 2.511345 0.742850 1.183576 0.13 -0.14 -0.01
H 3.362007 -0.385573 4.522776 0.16 -0.08 -0.08
H -0.823079 3.085176 4.057150 -0.12 0.07 0.02
H 0.423214 2.906116 2.816194 -0.02 0.05 -0.07
H -0.350573 1.470956 3.503093 -0.08 -0.08 -0.01
```
Positions in Å, forces in eV/Å.

The value obtained for the energy relative to the best compared isomer or geometry (same formula, charge and spin) is 0.0 kcal per mole. Its HOMO-LUMO gap is 0.2690 Ha. Its energy is -43152.397 eV. Its HOMO energy is -7.271 eV.



(2)
A molecular structure, C25H29N3O9Ti, computed with ωB97M-V/def2-TZVPD.

XYZ file:
```
67
Properties=species:S:1:pos:R:3:forces:R:3
Ti 1.072200 -0.412215 0.870431 -0.71 0.14 0.34
C -0.535300 -1.415719 -1.851508 0.05 0.00 0.01
C -0.255619 -0.542901 -3.074139 0.03 -0.01 0.02
O 0.672066 0.432297 -2.692010 -0.02 0.01 0.02
C 0.907433 1.472849 -3.610352 0.01 -0.02 0.01
C 2.223949 2.112198 -3.207260 0.01 0.00 0.03
O 2.131471 2.496537 -1.855141 0.01 0.00 -0.01
C 3.170527 2.176740 -0.955755 -0.01 0.00 0.00
C 3.759025 0.774820 -1.007010 -0.02 0.00 -0.02
O 2.784018 -0.254903 -0.845096 0.07 0.00 -0.05
C 2.846594 -1.257908 -1.851131 -0.02 0.02 0.03
C 1.730413 -2.257976 -1.585530 -0.01 0.02 0.00
O 0.606517 -1.601436 -1.005189 -0.03 -0.04 -0.17
H -1.287158 -0.957674 -1.216700 0.02 0.01 0.00
H -0.900667 -2.396770 -2.168886 -0.01 0.00 -0.01
H 0.140455 -1.135741 -3.913088 0.00 0.00 0.00
H -1.206214 -0.099945 -3.398380 -0.01 -0.01 -0.01
H 0.987813 1.090845 -4.637925 0.00 0.01 0.00
H 0.088831 2.200097 -3.571504 0.00 0.01 0.00
H 3.032341 1.396022 -3.372022 0.01 -0.01 0.00
H 2.422873 2.985113 -3.839537 0.00 0.00 0.00
H 4.020770 2.864719 -1.073378 0.00 0.00 0.00
H 2.736268 2.347024 0.029830 0.00 -0.01 0.00
H 4.298535 0.602603 -1.940511 0.01 0.00 -0.01
H 4.485170 0.700846 -0.192290 -0.01 0.00 0.01
H 2.734191 -0.791493 -2.829842 -0.01 0.02 -0.02
H 3.811514 -1.775609 -1.808831 0.00 0.00 -0.01
H 1.441796 -2.754555 -2.513795 0.00 -0.01 0.00
H 2.052040 -3.012199 -0.870782 0.00 0.01 0.01
C 1.873297 0.040477 4.383806 0.01 0.00 0.02
O 0.949352 -0.334568 3.369964 0.02 -0.09 0.11
C 0.071247 -1.357881 3.659409 0.05 0.09 -0.09
C 0.072255 -2.099155 4.825791 -0.03 -0.01 0.02
C -0.891971 -3.090784 4.988897 0.01 0.02 -0.02
C -1.839707 -3.321888 4.005999 -0.01 -0.01 -0.02
C -1.833105 -2.569523 2.837629 0.02 0.00 0.01
C -0.869574 -1.594393 2.654486 -0.01 -0.12 0.09
N -0.773153 -0.751494 1.522973 -0.07 0.30 -0.48
N -1.965056 -0.319712 1.109296 0.48 -0.15 0.27
C -1.993945 0.759700 0.289688 0.07 -0.08 0.09
C -0.880223 1.516215 -0.109291 0.37 -0.07 0.16
O 0.358526 1.185810 0.250127 -0.27 -0.05 -0.33
C -1.044576 2.665356 -0.926779 -0.09 0.13 -0.09
C -2.268210 3.044660 -1.375822 0.13 -0.02 0.04
C -3.432097 2.295506 -1.024063 -0.04 -0.05 0.03
C -4.711596 2.667863 -1.488757 0.02 0.00 0.00
C -5.825377 1.950591 -1.142776 -0.01 -0.03 0.02
C -5.696552 0.827037 -0.308213 -0.01 0.02 -0.01
C -4.464628 0.445331 0.157990 0.02 0.01 0.00
C -3.303139 1.166132 -0.189779 -0.05 0.00 -0.01
H 1.337562 0.335161 5.287654 0.00 0.00 0.01
H 2.563180 -0.775543 4.608072 0.00 0.00 0.00
H 2.431618 0.883480 3.990614 0.00 -0.01 0.00
H 0.799445 -1.916908 5.603829 0.00 0.00 -0.01
H -0.895948 -3.679810 5.896414 0.00 0.00 0.00
H -2.588178 -4.090363 4.146629 0.00 0.00 0.00
H -2.572691 -2.717939 2.063044 0.00 0.00 0.00
H -0.143578 3.210410 -1.176826 -0.01 0.00 -0.02
H -2.382582 3.922056 -2.001792 0.02 0.00 0.00
H -4.796128 3.540360 -2.126763 0.00 0.00 0.00
H -6.801258 2.247423 -1.505331 0.00 0.00 0.00
H -6.576625 0.261599 -0.028580 0.00 0.00 0.00
H -4.359557 -0.413263 0.805868 0.00 0.00 0.00
O 3.103891 -0.483913 1.789309 0.02 -0.02 0.02
N 3.158389 -1.752412 1.750408 -0.09 0.05 -0.07
O 4.137307 -2.375029 2.051580 0.04 -0.04 0.05
O 2.081530 -2.306257 1.342625 0.06 -0.01 0.08
```
Positions in Å, forces in eV/Å.

The value obtained for the energy relative to the best compared isomer or geometry (same formula, charge and spin) is 6.4 kcal per mole. Its HOMO-LUMO gap (spin up / spin down) is 0.2120 / 0.2181 Ha. Its energy is -72404.653 eV. Its HOMO energy (spin up / spin down) is -5.750 / -5.761 eV.



(3)
A single C25H29N5O2 molecule, computed with ωB97M-V/def2-TZVPD.

XYZ file:
```
61
Properties=species:S:1:pos:R:3:forces:R:3
C -0.641379 -2.992295 -2.713485 -0.17 -0.20 0.17
H -0.426124 -1.971893 -2.407668 0.04 0.13 0.01
H 0.251426 -3.417710 -3.162553 0.13 -0.02 -0.10
H -1.429327 -2.977637 -3.462948 -0.03 0.00 -0.14
C -1.092728 -3.805550 -1.504505 -0.02 0.12 -0.21
N -0.140627 -3.712684 -0.416174 -0.25 -0.11 0.10
C -0.692938 -3.960960 0.896730 0.18 0.12 0.15
H -0.651364 -5.026391 1.185416 -0.07 0.09 0.00
C 0.037449 -3.134060 1.962487 -0.02 -0.25 0.01
N -0.030924 -1.733410 1.640036 -0.22 -0.05 0.06
C 1.056413 -0.961425 1.469491 -0.53 -0.35 0.23
O 2.184574 -1.323113 1.751674 0.30 0.19 -0.04
C 0.725544 0.396276 0.925188 -0.50 0.65 -0.26
N -0.549309 0.637315 0.811291 0.44 -0.70 0.20
N -1.018672 1.789921 0.338601 0.49 0.11 -0.11
C -0.244109 2.877223 -0.056500 -0.03 0.18 0.02
O -0.749542 3.927789 -0.428889 0.06 -0.01 -0.01
C 1.165398 2.595756 0.050061 0.24 -0.81 0.31
N 2.185076 3.432566 -0.283484 -0.23 -0.18 0.08
C 3.367115 2.785144 -0.037343 0.12 -0.55 0.22
C 4.666319 3.241396 -0.231313 0.09 0.16 -0.06
C 5.698110 2.388303 0.093587 -0.05 0.15 -0.06
C 5.448844 1.110332 0.600167 0.03 -0.15 0.05
C 4.166226 0.650051 0.796940 0.22 -0.05 0.02
C 3.100917 1.491279 0.477146 0.12 0.30 -0.12
C 1.675406 1.377907 0.533395 -0.35 0.70 -0.26
H 3.973489 -0.332157 1.193788 0.00 -0.02 0.01
H 6.285365 0.472257 0.842857 0.06 -0.07 0.03
H 6.719091 2.712507 -0.045063 0.07 0.04 -0.02
H 4.858712 4.228582 -0.622910 0.03 0.09 -0.04
C 2.072227 4.764949 -0.809769 -0.02 0.53 -0.22
H 2.575194 5.473645 -0.148387 0.00 -0.02 -0.03
H 2.530482 4.819336 -1.799964 0.00 0.01 0.03
H 1.017743 5.023598 -0.882573 0.17 -0.01 0.00
C -2.436780 1.859262 0.329445 -0.74 0.07 0.02
C -3.138437 1.269881 1.375402 0.18 0.10 -0.05
C -4.518040 1.304463 1.386816 -0.03 0.06 -0.11
C -5.225582 1.926602 0.364164 0.03 0.03 0.01
C -4.510827 2.504764 -0.676931 -0.02 -0.10 0.11
C -3.128805 2.471868 -0.706049 0.17 -0.05 0.01
H -2.594272 2.926507 -1.523188 0.04 0.03 -0.02
H -5.042794 2.987712 -1.483586 -0.05 0.06 -0.08
C -6.723266 1.948743 0.376540 0.00 -0.07 -0.03
H -7.101104 2.022048 1.393806 -0.08 0.02 0.04
H -7.104334 2.785313 -0.203700 -0.08 0.04 -0.01
H -7.112680 1.028455 -0.060452 -0.10 -0.02 -0.01
H -5.055084 0.848921 2.206365 -0.05 -0.04 0.09
H -2.590802 0.794457 2.174730 0.01 -0.02 0.06
H -0.910559 -1.353483 1.321110 0.12 0.03 -0.01
H 1.095105 -3.399461 2.013556 -0.10 -0.05 0.07
H -0.421005 -3.320446 2.941318 0.13 -0.06 -0.06
H -1.743958 -3.658598 0.896824 0.00 -0.06 -0.01
C 1.116931 -4.403540 -0.669767 0.29 0.24 -0.08
C 2.281131 -3.436411 -0.875910 -0.10 -0.28 0.03
H 2.451486 -2.842363 0.016109 0.04 0.06 0.08
H 3.187641 -3.995064 -1.098491 0.18 -0.02 -0.06
H 2.076757 -2.759850 -1.700378 -0.02 0.08 -0.12
H 1.016511 -5.041570 -1.557680 -0.04 -0.04 0.09
H 1.352699 -5.062309 0.174189 -0.06 -0.04 -0.06
H -2.046295 -3.399377 -1.156606 0.04 -0.08 0.01
H -1.267687 -4.853363 -1.812981 -0.04 0.07 0.06
```
Positions in Å, forces in eV/Å.

The value obtained for the energy relative to the best compared isomer or geometry (same formula, charge and spin) is 29.2 kcal per mole. Its HOMO-LUMO gap is 0.3002 Ha. Its energy is -37942.181 eV. Its HOMO energy is -7.994 eV.



> Among the records above, which one has the highest energy?

C25H29N5O2